No. 1
A structure of composition C18H15IN5PdS in a non-equilibrium geometry. Source: the Open Molecules 2025 dataset; level of theory: the ωB97M-V functional and the def2-TZVPD basis.

XYZ file:
```
41
Properties=species:S:1:pos:R:3:lowdin_spin:R:1
Pd -2.1625 0.9478 0.1359 1.418
N 0.1449 4.2732 -1.7886 0.176
C -0.3857 3.1286 -1.4171 0.139
S -2.1062 3.0430 -1.0729 0.756
N 0.3566 2.0315 -1.3986 0.242
N -0.0862 0.9173 -0.9244 0.299
C 0.4447 -0.2591 -1.2110 0.017
C 1.6666 -0.4032 -1.9794 0.119
C 1.8060 -1.3760 -2.9982 0.053
C 3.0126 -1.5424 -3.6391 0.023
C 4.1168 -0.7668 -3.2781 0.146
C 3.9836 0.2033 -2.2772 0.024
C 2.7686 0.4213 -1.6707 0.048
C -0.2822 -1.4149 -0.6900 0.014
C 0.2906 -2.6874 -0.6022 0.015
C -0.4585 -3.7344 -0.0904 0.001
C -1.7681 -3.5023 0.3017 0.010
C -2.2742 -2.2077 0.1973 0.016
N -1.5458 -1.2036 -0.2651 0.108
H -0.4176 5.1059 -1.9193 0.007
H 1.1359 4.3473 -1.9851 0.004
H 0.9362 -1.9224 -3.3344 0.001
H 3.0977 -2.2499 -4.4509 0.000
H 5.0587 -0.8949 -3.7924 0.006
H 4.8552 0.7580 -1.9586 0.000
H 2.6784 1.1614 -0.8903 0.000
H 1.3152 -2.8321 -0.9098 0.003
H -0.0227 -4.7199 0.0030 0.000
H -2.3907 -4.2963 0.6844 0.001
H -3.3005 -1.9979 0.4844 0.001
I -4.5404 1.0142 1.5971 0.137
C -2.8691 1.0575 2.9773 0.014
C -3.0256 1.0020 4.3482 0.007
C -1.8662 1.0037 5.1204 -0.004
C -0.6263 1.0753 4.5059 0.009
C -0.5734 1.1518 3.1198 0.015
N -1.6779 1.1312 2.3791 0.172
H -4.0046 0.9608 4.8032 0.002
H -1.9418 0.9548 6.1985 0.000
H 0.2852 1.0779 5.0854 0.001
H 0.3737 1.2426 2.6032 0.002
```

Its energy above the lowest of the compared OMol25 structures with the same formula, charge and spin is 13.11 kcal per mole. As for the spin multiplicity: 5. As for the total charge: +3. The molar mass comes out at 566.7 g mol⁻¹. The calculation puts the frontier orbital gap (spin up / spin down) at 7.95 / 4.64 eV.


No. 2
A structure of composition C18H16BCl2N6OS3V. Source: the Open Molecules 2025 dataset; level of theory: the ωB97M-V functional and the def2-TZVPD basis.

XYZ file:
```
48
Properties=species:S:1:pos:R:3:lowdin_spin:R:1
V 0.9596 0.4132 -1.2853 1.125
Cl 5.6231 -0.4152 -0.4653 -0.002
C 4.4873 -0.0629 0.7591 -0.006
C 4.9085 0.0189 2.1145 0.000
C 4.0196 0.3011 3.1130 -0.004
Cl 4.5749 0.3936 4.7455 -0.002
C 2.6389 0.5309 2.8483 0.000
C 1.6409 0.8637 3.7869 0.002
C 0.3677 1.0975 3.3411 0.000
C 0.0708 0.9921 1.9668 0.001
N 0.9697 0.6457 1.0722 -0.003
C 2.2359 0.4371 1.5103 0.000
C 3.1603 0.1484 0.4924 0.003
O 2.6071 0.0966 -0.7412 -0.024
H 5.9518 -0.1438 2.3403 0.000
H 1.8897 0.9472 4.8353 0.000
H -0.4217 1.3767 4.0226 0.000
H -0.9216 1.2082 1.5953 0.000
C -1.3267 2.5965 -4.1386 -0.001
N -2.0589 1.6849 -3.2715 -0.003
C -3.1426 0.9380 -3.6552 -0.003
C -3.5605 0.2582 -2.5594 -0.003
N -2.7411 0.5839 -1.5107 -0.001
B -3.0220 0.2144 -0.0353 -0.001
N -2.1135 -0.9749 0.5352 -0.003
C -2.4326 -1.4463 1.7848 -0.001
C -1.4836 -2.3379 2.1682 -0.002
N -0.5816 -2.4176 1.1384 -0.002
C 0.5828 -3.2884 1.0973 -0.001
C -0.9871 -1.5790 0.1634 0.008
S -0.1874 -1.5189 -1.3871 -0.029
C -1.8232 1.4437 -1.9730 0.000
S -0.5211 2.1307 -1.0214 -0.044
H -1.2706 2.1489 -5.1265 0.000
H -0.3215 2.7243 -3.7419 0.000
H -1.8415 3.5553 -4.1695 0.000
H -3.5001 0.9536 -4.6672 0.000
H -4.3850 -0.4170 -2.4285 0.000
H -2.8073 1.1730 0.6467 -0.001
H -4.1472 -0.1690 0.0572 0.000
H -3.3156 -1.1029 2.2927 0.000
H -1.3753 -2.9301 3.0583 0.000
H 0.7908 -3.6118 2.1133 0.000
H 1.4355 -2.7351 0.7072 0.000
H 0.3841 -4.1516 0.4647 0.000
S 1.5678 0.3518 -3.5111 -0.006
C 0.1794 -0.2618 -4.2718 0.005
N -0.7565 -0.6640 -4.8104 -0.003
```

As for the spin multiplicity: 2. As for the total charge: +1. The molar mass comes out at 561.2 g mol⁻¹. The calculation puts the frontier orbital gap (spin up / spin down) at 6.74 / 7.43 eV.


No. 3
A structure of composition C18H16CeNO7S3 in a non-equilibrium geometry. Source: the Open Molecules 2025 dataset; level of theory: the ωB97M-V functional and the def2-TZVPD basis.

XYZ file:
```
46
Properties=species:S:1:pos:R:3:lowdin_spin:R:1
Ce 0.1671 -0.1161 -0.0564 1.014
C 3.7668 1.0373 2.0584 0.000
C 2.9881 -0.1296 1.5091 0.000
C 2.1804 -0.8664 2.4131 0.000
C 1.6539 -2.1164 2.1141 0.000
C 1.8498 -2.5910 0.8290 -0.001
C 2.6796 -1.8733 -0.1014 -0.001
C 3.2449 -0.6344 0.2589 0.000
H 3.7856 1.8698 1.3959 0.000
H 4.7957 0.6864 2.1294 0.000
H 3.4323 1.3236 3.0784 0.000
H 2.0473 -0.4110 3.3881 0.000
H 1.1096 -2.6227 2.8553 0.000
H 1.5024 -3.5819 0.4844 0.000
H 2.6959 -2.3292 -1.0749 0.000
H 3.8922 -0.0940 -0.4248 0.000
O -2.9278 -3.2803 0.6677 0.000
S -2.3065 -2.2624 -0.1198 0.000
O -2.4680 -0.8947 0.3751 -0.001
O -0.8422 -2.4283 -0.3654 -0.001
C -3.0522 -2.2261 -1.7761 0.000
C -4.1616 -3.0143 -1.9260 0.000
C -4.7282 -3.1837 -3.1510 0.000
C -4.1951 -2.4854 -4.2100 0.000
C -3.1035 -1.7330 -4.0245 0.000
C -2.4894 -1.5479 -2.8410 0.000
S -1.0861 -0.4130 -2.9919 0.000
O 0.0776 -1.1381 -2.4968 -0.002
O -0.9584 0.1834 -4.2873 0.000
O -1.4017 0.5624 -1.8910 -0.003
H -4.6078 -3.5157 -1.1176 0.000
H -5.6079 -3.8154 -3.2614 0.000
H -4.5439 -2.6619 -5.2413 0.000
H -2.5539 -1.2525 -4.8063 0.000
O 1.2422 1.9074 0.2945 -0.002
N 0.9834 2.9774 1.1558 0.001
C 1.6135 4.1411 0.8695 0.000
C 1.4135 5.2188 1.6025 0.000
C 0.6097 5.0898 2.7625 0.001
C -0.0185 3.9452 3.0579 0.000
C 0.0681 2.8464 2.1446 0.001
S -0.8029 1.3730 2.3054 -0.004
H 2.2365 4.1209 -0.0098 0.000
H 1.9786 6.0991 1.1768 0.000
H 0.4114 6.0184 3.3329 0.000
H -0.5706 3.8182 3.9153 0.000
```

As for the spin multiplicity: 2. As for the total charge: 0. The molar mass comes out at 594.6 g mol⁻¹. The calculation puts the frontier orbital gap (spin up / spin down) at 8.51 / 8.50 eV.


No. 4
The molecule C18H16Cl2N2O2 in a non-equilibrium geometry. Source: the Open Molecules 2025 dataset; level of theory: the ωB97M-V functional and the def2-TZVPD basis.

XYZ file:
```
40
Properties=species:S:1:pos:R:3:mulliken_charge:R:1
O 2.4298 -0.8804 -2.7337 -0.555
O -1.1782 -3.0759 -2.0431 -0.669
Cl 3.7749 -4.2270 3.1389 -0.203
Cl 4.2632 -0.1072 -0.5333 -0.174
C 1.6883 -1.2174 -1.8121 -0.264
C -0.3108 -2.4487 -1.4969 -0.464
C 3.9547 -2.2744 1.1316 -0.554
C 1.9324 -3.5860 1.2320 -0.685
C 0.1901 1.9890 0.3513 -1.245
C -1.9421 0.9584 0.6130 -0.673
C 0.5507 1.0406 -0.6501 0.263
C -1.5934 -0.0152 -0.4039 -0.546
C 3.1864 -3.3880 1.6694 0.261
C 3.3882 -1.4580 0.1680 0.077
C 2.1996 -1.8022 -0.4808 0.177
C 1.4810 -2.8807 0.1199 0.619
C -1.1311 2.0444 0.8876 0.973
C -0.3092 0.0434 -1.0334 -0.901
N 0.2958 -3.1644 -0.4854 -0.104
N -1.4320 3.1846 1.6058 -0.216
C -0.1829 -0.8405 -3.4346 -1.862
C -3.6132 4.3521 1.4579 -0.955
C 0.1406 -1.0781 -1.9657 2.882
C -2.6831 3.4824 2.3087 -0.583
H 4.9856 -2.1131 1.5684 0.335
H 1.2039 -4.4121 1.6299 0.269
H 1.0133 2.6374 0.4409 0.275
H -2.9073 0.9727 1.0391 0.337
H 1.5345 1.1984 -1.0858 0.453
H -2.3879 -0.7342 -0.6611 0.428
H 0.0008 -4.0873 -0.3597 0.266
H -0.7751 3.9563 1.4503 0.228
H -0.0015 0.2173 -3.5675 0.441
H -1.1944 -0.9595 -3.6650 0.452
H 0.5802 -1.4522 -4.0447 0.349
H -4.5308 4.4000 2.0008 0.333
H -3.8103 3.8820 0.4360 0.240
H -3.3084 5.3433 1.3027 0.354
H -2.4121 4.0031 3.2165 0.318
H -3.0903 2.4971 2.6882 0.325
```

Its energy above the lowest of the compared OMol25 structures with the same formula, charge and spin is 65.14 kcal per mole. As for the spin multiplicity: 1. As for the SMILES: CCNc1ccc([C@]2(C)C(=O)Nc3cc(Cl)cc(Cl)c3C2=O)cc1. As for the total charge: 0. The molar mass comes out at 363.2 g mol⁻¹. The calculation puts the frontier orbital gap at 7.61 eV.


No. 5
A structure of composition C18H16Cl44GaINO. Source: the Open Molecules 2025 dataset; level of theory: the ωB97M-V functional and the def2-TZVPD basis.

XYZ file:
```
82
Properties=species:S:1:pos:R:3:mulliken_charge:R:1
C -6.4727 -5.8895 1.5699 -0.517
C -6.9096 -4.4718 1.9837 -0.626
C -6.7776 -3.4059 0.8870 0.412
C -7.3452 -2.0630 1.3989 -1.218
Ga -4.8134 -3.2371 0.3785 0.043
I -4.7392 -3.2385 -2.2497 -0.427
N -4.1196 -1.6261 1.2525 0.717
C -3.4065 -1.8885 2.4976 -1.151
C -3.5734 -0.5696 0.5448 0.079
C -3.6457 0.7883 1.2341 -0.597
O -3.0519 -0.6640 -0.5485 -0.443
H -5.6850 -6.2596 2.2246 -0.231
H -6.0680 -5.8960 0.5562 0.158
H -7.3111 -6.5883 1.6069 0.305
H -6.3325 -4.1377 2.8550 0.340
H -7.9565 -4.5138 2.3206 0.388
H -7.3671 -3.7244 0.0217 0.344
H -8.3190 -1.8363 0.9513 0.308
H -7.4870 -2.0876 2.4851 0.227
H -6.6949 -1.2117 1.1862 0.271
H -3.9682 -4.4780 0.9248 -0.395
H -3.5306 -1.0855 3.2398 0.344
H -2.3308 -2.0449 2.3410 0.234
H -3.8077 -2.7944 2.9560 0.243
H -4.4475 0.7874 1.9698 0.046
H -3.7863 1.5721 0.4927 0.327
H -2.6991 0.9618 1.7551 0.219
C -0.1172 1.7291 -1.6213 0.164
Cl -1.2154 0.8372 -2.6431 -0.058
Cl 0.2754 0.7817 -0.1838 -0.110
Cl 1.3824 2.0891 -2.5066 0.040
Cl -0.8632 3.2597 -1.1218 -0.124
C 4.7987 1.7430 -5.3350 0.189
Cl 4.5061 0.0239 -5.0748 -0.107
Cl 4.1845 2.6589 -3.9536 0.021
Cl 6.5321 2.0381 -5.4976 -0.018
Cl 3.9646 2.2810 -6.7914 -0.054
C 5.4800 6.2543 -8.3731 0.279
Cl 6.0444 7.8933 -8.0266 -0.108
Cl 5.1531 5.4032 -6.8693 0.041
Cl 4.0015 6.3339 -9.3367 -0.101
Cl 6.7257 5.3862 -9.2817 -0.111
C 0.9425 5.1926 -5.4230 0.279
Cl 0.9962 6.4623 -6.6540 -0.098
Cl -0.5188 5.3585 -4.4536 -0.068
Cl 0.9501 3.6119 -6.2089 -0.060
Cl 2.3622 5.3377 -4.3819 -0.058
C 9.9936 3.0555 -3.1960 0.266
Cl 10.7954 1.4963 -3.4163 -0.106
Cl 9.7666 3.8269 -4.7711 -0.090
Cl 8.4294 2.8073 -2.4304 0.048
Cl 10.9955 4.0909 -2.1720 -0.108
C 7.6554 0.4482 1.2032 0.301
Cl 6.5112 0.8760 -0.0684 -0.051
Cl 9.2342 1.1788 0.8498 -0.096
Cl 7.0524 1.0463 2.7491 -0.082
Cl 7.8388 -1.3041 1.2784 -0.089
C -6.9753 0.9355 5.0971 0.243
Cl -5.7560 0.1590 4.1038 0.006
Cl -7.3963 -0.1131 6.4601 -0.115
Cl -6.3528 2.4734 5.7221 -0.127
Cl -8.4211 1.2420 4.1298 -0.104
C -3.8485 -7.6151 4.9469 0.308
Cl -4.9891 -8.0520 6.2299 -0.118
Cl -2.2064 -8.0223 5.4716 -0.118
Cl -4.2390 -8.5106 3.4824 -0.100
Cl -3.9539 -5.8872 4.6256 -0.023
C 10.9216 2.6426 5.2334 0.263
Cl 10.1195 4.2004 5.4409 -0.074
Cl 12.6737 2.8768 5.2216 -0.107
Cl 10.4812 1.5621 6.5589 -0.103
Cl 10.4041 1.9404 3.6996 0.002
C -8.3310 -6.6923 -2.5411 0.233
Cl -9.3336 -6.1938 -3.9204 -0.127
Cl -6.8805 -5.6984 -2.4719 -0.059
Cl -9.2670 -6.5043 -1.0538 -0.105
Cl -7.9032 -8.4064 -2.7409 -0.133
C 8.0062 6.2108 2.6321 0.212
Cl 6.9731 6.7802 1.3205 -0.101
Cl 9.6058 6.9529 2.4885 -0.095
Cl 7.2929 6.6645 4.1863 -0.099
Cl 8.1645 4.4597 2.5532 0.109
```

As for the spin multiplicity: 1. As for the total charge: -1. The molar mass comes out at 2018.9 g mol⁻¹. The calculation puts the frontier orbital gap at 6.01 eV.


Among the records above, which one has the lowest total charge? C18H16Cl44GaINO